Computed, not measured: a cluster of 7 separate species, C28H56NO8P in total at a distorted geometry, with ωB97M-V with the def2-TZVPD basis set.

For the electronic energy, the calculation gives -2098.2258 a.u. For the HOMO-LUMO gap, the calculation gives 8.1 eV. The structure (SMILES) is O=C=NPCCCO.C1CCOC1.C1CCOC1.C1CCOC1.C1CCOC1.C1CCOC1.C1CCOC1. The calculation puts the LUMO energy at -0.69 eV.

Structure (XYZ):
```
94
Properties=species:S:1:pos:R:3:forces:R:3
P -1.829 1.350 -5.102 -2.0 0.3 -0.6
O 2.971 1.859 3.198 -0.2 -0.1 0.4
O 4.580 3.760 -1.250 -0.1 -0.3 0.0
O 4.486 -0.462 9.427 0.2 0.0 -0.3
O -3.258 -2.636 -4.246 0.1 -0.3 0.0
O -8.349 1.649 -2.616 -0.7 0.4 0.3
O 5.043 -1.973 0.227 0.0 -0.2 -0.3
O -5.658 -0.771 -3.364 -0.1 0.6 -1.2
O 0.937 0.265 -2.730 -5.6 1.9 -9.2
N -0.639 0.022 -4.917 5.4 3.5 6.8
C -4.694 1.487 -4.301 -0.3 0.7 -0.4
C 4.044 -3.039 -1.637 -0.5 0.2 -0.4
C 5.540 -3.192 -1.741 0.4 -0.5 -0.1
C -2.967 -4.872 -3.525 -0.4 -0.5 -0.1
C 6.035 -2.116 -0.799 0.2 0.4 0.2
C 0.203 0.413 -3.868 0.4 -5.2 3.1
C 1.971 0.296 4.668 0.2 -0.5 0.2
C 3.784 2.081 0.217 -0.3 0.0 0.5
C 1.587 1.685 5.111 -0.5 0.3 0.2
C 4.814 3.175 0.038 0.3 0.2 0.0
C 3.670 2.920 -1.974 -0.1 0.3 -0.2
C 6.396 -0.956 8.117 0.3 -0.6 -0.1
C 4.206 -0.109 8.065 -0.4 -0.2 0.1
C 5.540 0.031 7.365 0.1 0.6 -0.4
C -9.712 1.511 -3.041 0.1 -0.1 -0.4
C -9.653 3.267 -1.482 0.0 0.7 0.0
C 2.623 2.538 4.412 0.4 0.2 -0.1
C -8.302 2.589 -1.533 0.3 -0.2 0.1
C -10.569 2.183 -1.990 -0.5 -0.4 0.2
C -5.933 0.650 -3.629 -0.3 0.3 0.3
C 2.428 0.532 3.245 0.0 0.0 -0.5
C 5.872 -0.818 9.530 -0.1 0.1 0.4
C 3.561 1.623 -1.201 0.0 -0.5 -0.3
C -2.079 -3.163 -4.869 0.0 0.2 -0.4
C 3.863 -2.682 -0.178 -0.1 0.0 0.4
C -3.730 -3.588 -3.283 -0.2 0.4 0.3
C -3.203 1.071 -3.759 0.0 -0.1 1.0
C -1.650 -4.362 -4.052 0.6 0.0 0.2
H -9.670 4.120 -2.170 0.0 -0.1 0.1
H 4.365 0.941 -1.501 -0.1 0.0 0.0
H -4.856 2.628 -4.002 0.2 -2.4 -0.7
H 3.782 -3.579 0.444 -0.1 0.0 0.0
H 5.838 -4.180 -1.369 0.0 0.1 -0.1
H 0.586 1.930 4.735 0.1 0.0 0.1
H 6.126 -1.152 -1.312 0.1 0.0 -0.1
H -1.308 -2.389 -4.914 -0.2 0.0 0.0
H -2.959 1.746 -2.813 -0.5 -1.7 -1.8
H -2.343 -3.454 -5.891 0.1 0.0 0.0
H -9.811 2.007 -4.012 -0.1 0.0 0.0
H -11.515 2.558 -2.388 0.1 -0.1 0.0
H 7.468 -0.759 8.038 -0.1 0.0 0.0
H -6.925 0.691 -4.289 2.3 0.4 1.4
H 3.489 -3.934 -1.929 0.0 0.1 0.1
H -4.801 1.459 -5.482 0.5 -0.2 2.4
H -3.523 -3.185 -2.285 -0.1 -0.1 0.0
H -2.873 -5.489 -2.628 0.0 0.1 -0.1
H 2.981 -2.057 -0.005 0.1 0.0 0.1
H 3.611 -0.917 7.626 0.0 0.1 -0.1
H 1.587 1.816 6.196 0.0 0.0 -0.1
H 5.481 -0.167 6.292 0.0 0.0 0.1
H 3.619 0.813 8.036 0.0 -0.1 0.1
H 3.712 -2.207 -2.269 0.0 -0.1 0.1
H -10.792 1.477 -1.182 0.0 0.1 -0.1
H -4.811 -3.716 -3.390 0.1 0.1 0.0
H 2.809 -0.068 5.274 -0.1 0.0 -0.1
H -9.912 3.627 -0.483 0.1 0.0 -0.1
H 2.253 3.541 4.180 0.1 -0.1 -0.1
H -7.483 3.296 -1.694 0.0 -0.1 -0.1
H -1.017 -4.039 -3.217 0.0 0.0 -0.1
H -9.953 0.452 -3.164 0.1 0.1 0.0
H -8.104 2.028 -0.613 0.0 0.1 0.1
H 5.973 -1.741 10.106 -0.1 0.1 0.0
H 2.706 3.436 -2.022 -0.1 -0.1 -0.1
H 3.184 -0.188 2.922 0.0 0.1 -0.1
H -5.737 -1.336 -4.187 0.2 1.4 1.2
H -6.142 1.152 -2.569 0.4 -1.5 -2.5
H 4.118 1.286 0.888 0.0 0.2 -0.1
H 6.206 -1.970 7.745 0.1 0.1 0.0
H 2.856 2.504 0.621 0.2 -0.1 0.0
H 6.385 -0.012 10.066 0.1 -0.1 0.0
H 1.585 0.491 2.547 0.0 -0.1 0.0
H 3.533 2.632 5.015 0.0 0.1 0.1
H 5.830 2.767 0.040 0.0 0.0 0.1
H -3.136 -0.087 -3.499 -0.3 2.4 -0.5
H 4.038 2.770 -2.993 0.0 0.1 0.1
H -1.181 2.572 -4.700 0.0 -0.7 0.5
H 5.924 -3.079 -2.757 0.0 0.0 0.1
H -3.470 -5.465 -4.298 0.0 0.0 0.1
H 6.999 -2.364 -0.348 -0.1 0.1 0.1
H 2.606 1.114 -1.354 0.2 0.1 0.0
H 1.157 -0.429 4.740 0.1 0.1 0.0
H 4.746 3.946 0.811 0.0 0.0 -0.1
H 5.932 1.045 7.506 -0.1 -0.1 -0.1
H -1.095 -5.100 -4.637 0.0 0.1 0.0
```
Positions in Å, forces in eV/Å.

Computed, not measured: a structure of composition C28H56O35S8 at a distorted geometry, with ωB97M-V with the def2-TZVPD basis set.

The calculation puts the energy above the lowest of the compared OMol25 structures with the same formula, charge and spin at 0.0 kJ/mol. For the electronic energy, the calculation gives -6919.0752 a.u. For the HOMO-LUMO gap, the calculation gives 9.5 eV. The calculation puts the LUMO energy at -0.28 eV.

Structure (XYZ):
```
127
Properties=species:S:1:pos:R:3:forces:R:3
S 7.255 1.991 0.326 -0.5 -1.2 0.2
S -4.288 -0.236 -2.752 -1.3 -0.3 -1.4
S -4.121 -2.379 3.276 -1.3 -0.7 -0.7
S 1.401 -1.356 -0.021 -2.2 0.3 -0.5
S 1.197 4.721 2.166 -0.3 -1.6 0.9
S 0.587 7.084 -2.203 0.4 0.7 -1.9
S -1.334 -6.102 4.679 -0.7 -0.2 -1.4
S -3.408 2.970 0.390 -3.3 1.1 -0.5
O -5.685 0.571 -3.087 1.2 0.9 0.5
O -2.361 -6.927 4.111 0.5 0.4 0.5
O 3.266 0.670 -5.499 -0.4 0.4 -0.8
O -4.056 4.228 -0.448 2.2 -0.2 -0.3
O -4.022 -0.382 -1.353 -0.5 0.1 -0.8
O -4.865 2.230 0.383 1.4 -1.7 1.1
O -1.917 -5.189 -0.114 -0.1 -0.8 0.1
O 7.173 1.654 -1.226 0.2 1.2 0.0
O -4.205 -0.801 3.474 -0.4 0.4 1.2
O 2.340 4.629 3.280 0.0 0.6 0.0
O 1.080 0.185 0.306 1.0 -0.7 0.7
O 6.482 0.585 0.680 1.1 0.5 1.1
O 0.070 3.991 2.662 0.0 0.5 -0.1
O -1.417 -4.634 3.975 -0.4 -0.9 1.4
O -5.229 -2.862 2.497 0.5 0.6 0.3
O -3.280 0.312 -3.609 -0.8 -0.7 0.7
O 6.377 3.060 0.699 0.5 -0.4 -0.4
O -2.876 -2.324 2.254 -0.6 -0.8 0.1
O 0.778 7.574 -3.541 -0.4 -0.8 1.2
O 0.365 -1.388 -1.307 1.4 -0.7 0.8
O -3.883 -3.027 4.522 0.6 0.9 -0.8
O -3.120 3.335 1.750 0.2 -0.6 -1.6
O 0.865 -2.145 1.051 0.6 0.6 -0.8
O 0.062 -6.561 3.898 -1.4 0.3 0.9
O 3.979 0.087 3.167 -1.0 1.3 0.2
O 0.194 5.541 -2.225 0.4 -0.4 0.0
O 2.725 -1.585 -0.495 -0.3 0.3 0.1
O 1.954 3.713 1.162 -1.3 0.9 -0.4
O 1.624 7.367 -1.258 -1.2 -0.4 0.1
O -1.241 -5.994 6.103 0.6 0.2 -1.3
O 0.983 6.029 1.640 0.9 -0.8 0.1
O 8.612 1.952 0.770 -1.2 -0.1 -0.5
O -2.500 2.296 -0.481 -0.1 0.4 0.8
O -0.899 7.487 -1.771 0.0 1.1 0.6
O -4.913 -1.622 -3.364 1.6 0.1 0.9
C -5.442 4.352 -0.251 -1.1 0.0 0.6
C -5.931 2.886 -0.246 0.5 1.7 -0.6
C -3.314 -5.055 0.207 0.3 0.6 -0.8
C -2.604 -3.369 -1.346 0.4 0.7 -1.6
C -0.766 5.249 -1.186 -0.3 -0.1 0.0
C -3.757 -0.079 2.328 0.2 -1.7 -1.3
C -0.862 -4.729 2.654 0.4 -1.0 0.5
C -0.239 -0.124 -1.550 -0.6 0.8 0.8
C -6.300 -1.587 -3.629 -0.7 0.8 -1.5
C -1.647 -4.544 -1.347 0.2 -0.5 0.2
C 0.639 0.905 -0.847 1.0 0.2 -0.6
C 3.294 3.554 3.014 0.2 0.1 0.1
C 4.819 -2.051 3.653 -1.3 0.4 -1.1
C 2.471 -1.496 -4.994 0.2 0.7 0.1
C 3.697 0.333 -4.219 1.1 -1.0 0.8
C -3.843 -4.006 -0.788 -0.6 0.6 1.2
C 5.475 0.311 -0.260 -0.3 0.6 -1.3
C -2.607 -0.991 1.882 1.5 1.8 0.8
C 3.651 -1.287 2.997 1.3 -0.5 0.3
C -6.791 -0.284 -3.007 -0.8 -1.9 1.1
C 5.280 0.275 3.776 -0.3 -2.0 -1.0
C 5.870 1.134 -1.516 0.0 -0.3 -0.7
C 2.566 2.711 1.971 1.9 -0.3 -0.3
C 5.934 -1.068 3.384 1.5 0.0 1.2
C 3.699 -1.210 -4.119 0.0 0.7 -0.2
C 2.461 -0.351 -6.056 -0.4 -1.5 0.7
C 0.397 -5.518 2.984 1.4 1.3 0.0
C -1.299 6.630 -0.707 1.2 -1.1 0.8
H -6.877 2.741 0.266 0.2 -0.2 0.3
H -5.566 4.935 0.665 -0.5 -0.4 0.1
H 3.766 -1.572 1.945 -0.4 0.4 -0.2
H -7.071 -0.498 -1.970 0.2 0.4 0.1
H -1.863 -5.237 -2.176 -0.3 0.2 0.0
H -6.006 2.578 -1.292 0.0 -0.3 0.1
H 1.064 -4.865 3.560 0.0 0.2 -0.3
H 6.013 0.556 -2.426 0.0 -0.3 0.2
H -0.330 0.017 -2.623 -0.2 0.0 0.0
H -0.566 -4.407 -1.415 -0.1 0.6 0.3
H 3.084 0.669 -3.368 -0.3 0.6 -0.4
H 1.447 0.002 -6.258 0.0 0.2 0.2
H -3.322 -4.696 1.233 -0.5 -0.1 0.0
H -4.565 -0.042 1.594 0.0 0.0 0.0
H 4.754 -2.173 4.733 -0.4 -0.4 -0.1
H -0.697 -3.705 2.338 0.1 -0.2 -0.3
H -3.931 -5.945 0.076 0.6 -0.4 0.3
H -2.338 -2.458 -0.806 0.5 -0.5 0.5
H -6.445 -1.509 -4.711 0.4 0.0 -0.1
H -5.940 4.888 -1.058 0.6 0.1 -0.2
H 4.786 -2.970 3.066 0.9 -0.4 0.7
H 5.740 1.144 3.316 0.0 0.1 0.1
H -1.749 -0.738 2.518 0.1 0.3 -0.3
H -2.366 6.606 -0.518 -0.1 0.4 -0.5
H -1.604 4.678 -1.584 0.3 -0.1 -0.5
H 5.464 -0.741 -0.537 0.0 -0.1 0.6
H 6.744 -1.369 4.056 0.3 0.5 -0.1
H -4.397 -3.282 -0.184 -0.4 0.0 -0.4
H -1.188 -0.089 -1.008 -0.3 -0.2 -0.6
H 4.232 4.021 2.715 -0.2 0.0 -0.6
H 2.657 -1.593 3.321 -0.1 0.5 0.3
H 0.212 1.831 -0.469 -0.6 -0.3 -0.1
H 5.135 1.895 -1.782 0.3 0.4 0.4
H 4.503 0.657 0.090 0.0 -0.3 0.2
H -4.476 -4.438 -1.562 0.0 0.0 0.1
H -0.781 6.885 0.218 -0.1 0.3 0.0
H -2.738 -2.994 -2.367 -0.2 -0.2 0.0
H 1.968 1.934 2.445 -0.8 0.4 -0.3
H 4.693 0.771 -4.127 -0.1 0.0 0.2
H 5.218 0.345 4.864 -0.2 0.3 0.0
H -2.308 -0.802 0.852 -0.3 -0.8 -0.2
H 1.644 -1.322 -4.302 -0.4 -0.6 -0.3
H 3.514 -1.525 -3.092 0.1 -0.1 0.0
H 2.495 -2.486 -5.439 -0.4 0.0 0.1
H 4.646 -1.638 -4.450 -0.1 -0.1 -0.3
H -3.364 0.919 2.492 -0.3 0.0 0.8
H -6.839 -2.493 -3.362 0.4 0.0 0.7
H 3.554 3.015 3.923 -0.7 0.0 0.2
H 0.987 -5.866 2.138 -0.4 -0.5 0.0
H 6.357 -1.023 2.384 -0.4 -0.2 -0.2
H 3.215 2.222 1.247 0.3 -0.1 0.4
H -0.257 4.623 -0.456 -0.1 0.4 0.4
H -1.513 -5.300 1.991 0.1 0.3 0.2
H -7.699 0.057 -3.497 0.4 0.6 -0.3
H 1.493 1.225 -1.456 0.1 -0.3 0.0
H 2.809 -0.781 -6.998 0.6 0.6 -0.1
```
Positions in Å, forces in eV/Å.

The highest electronic energy belongs to which entry?
C28H56NO8P

Which of these has the lowest electronic energy?
C28H56O35S8